Record 1
The following is a quantum chemistry calculation of a 11-piece molecular cluster, C13H45NO12 overall at a distorted geometry, from the Open Molecules 2025 dataset.

SMILES = C=CNC(=O)O.CO.CO.CO.CO.CO.CO.CO.CO.CO.CO
orbital gap = 9.272 eV
HOMO = -8.96 eV

Geometry as XYZ:
```
71
Properties=species:S:1:pos:R:3:forces:R:3
O -0.888275 3.850607 -1.314158 0.07 0.11 -0.25
O 2.889315 -5.189257 1.797384 0.24 -0.15 0.03
O 2.359129 -0.493391 0.289447 -0.15 0.02 -0.16
O -1.703796 1.179601 -0.151404 -0.09 -0.09 -0.30
O 0.560551 6.120289 -4.269299 -0.05 0.03 0.07
O -2.580096 -2.839974 2.371821 -1.18 0.68 5.10
O 2.027336 7.419370 -1.869192 0.04 0.09 0.07
O -3.143708 -3.710863 -2.446026 0.07 -0.04 -0.14
O 0.564736 -2.597980 4.974404 0.09 0.01 0.02
O -5.197732 -1.429291 3.249354 -0.15 0.18 -0.09
O -3.017377 -3.709891 0.427169 -0.67 -0.50 -0.39
O 4.947497 -0.221204 1.666367 0.07 0.01 -0.09
N -1.230132 -2.262972 0.666942 0.55 0.47 0.41
C 0.133001 -4.196406 1.245828 0.13 -1.05 0.24
C 1.903456 0.856063 0.310547 0.25 -0.22 0.02
C -0.096839 5.566506 -5.404098 -0.02 -0.08 0.32
C 0.050725 -2.939821 0.870285 -0.72 1.17 -0.32
C -2.295234 -2.938928 1.265291 0.99 -0.39 -3.67
C -3.858346 -4.493368 -3.399976 -0.06 0.23 0.13
C -1.822580 0.543036 -1.423970 0.07 -0.23 0.49
C 3.088230 -6.584994 1.593114 0.17 0.25 0.15
C -1.968197 4.497174 -1.971555 0.14 -0.40 0.13
C 1.697295 -1.915307 4.450536 -0.36 -0.14 -0.14
C -5.573680 -0.160098 2.733858 0.24 -0.28 -0.03
C 3.207639 8.024780 -2.377739 -0.29 -0.10 -0.10
C 5.005009 0.513008 2.889783 0.11 0.01 -0.17
H -4.467189 -1.755926 2.713652 0.06 -0.17 0.23
H -0.466398 -4.656617 2.017223 -1.07 -0.31 -0.65
H 0.272358 4.555615 -5.593566 -0.10 -0.01 -0.13
H -5.903850 -0.246405 1.693681 -0.05 0.14 0.00
H 3.316293 -0.473367 0.416484 -0.05 -0.06 0.26
H 0.114070 6.190093 -6.268933 0.06 0.06 0.06
H -2.145961 4.028613 -2.946206 -0.18 0.16 -0.05
H -4.738250 0.544059 2.792235 -0.08 0.11 -0.04
H 3.969119 7.981432 -1.602483 -0.03 -0.02 0.03
H -1.374106 -2.337035 -0.334546 0.20 0.21 -0.13
H -3.190812 -5.269139 -3.765527 0.05 0.02 0.03
H -1.600152 0.474540 0.500372 0.05 0.10 0.06
H 1.422620 -0.898252 4.155073 0.17 0.03 -0.06
H -4.180654 -3.875190 -4.241189 -0.03 -0.10 -0.06
H -6.397139 0.218549 3.334726 0.00 -0.03 0.02
H 2.365462 1.430975 -0.495851 -0.08 0.12 0.02
H -0.920785 -0.038412 -1.633884 -0.06 -0.03 -0.19
H 5.777933 -0.076202 1.201294 -0.07 -0.05 0.01
H 1.362858 7.463433 -2.564948 0.02 -0.09 -0.05
H -1.133996 2.925757 -1.189524 0.12 0.16 0.37
H 2.454606 -1.867994 5.230226 -0.05 -0.03 0.05
H 0.911279 -2.315805 0.678584 0.11 -0.15 -1.29
H 2.101370 -2.454758 3.588886 0.11 0.13 -0.03
H -1.702911 5.542663 -2.118972 0.01 0.00 0.03
H -1.940671 1.308954 -2.188351 -0.03 0.01 0.01
H 2.139058 1.325010 1.269899 -0.07 0.11 -0.03
H 3.024085 9.070918 -2.638322 0.14 0.02 -0.02
H -0.102176 -2.634898 4.279886 -0.01 -0.01 0.08
H 3.970074 -6.762564 0.972409 -0.04 -0.13 -0.02
H 0.827370 -4.819556 0.725026 1.38 0.00 0.99
H 0.360569 5.548351 -3.518082 0.15 0.03 0.00
H 3.668548 -4.849737 2.249717 -0.09 0.04 -0.03
H 3.204726 -7.101507 2.548851 -0.02 -0.12 -0.06
H -2.698772 -0.110688 -1.434817 0.01 -0.02 -0.19
H 5.126464 1.579887 2.690822 -0.03 0.02 0.10
H 4.070349 0.353095 3.420775 -0.03 -0.05 -0.05
H 0.824175 0.856539 0.171742 0.03 0.00 0.01
H 5.833326 0.159500 3.506959 -0.04 0.04 0.08
H 2.211353 -6.978310 1.083113 -0.02 0.04 0.00
H -2.464943 -4.404030 0.040412 0.05 0.28 -0.39
H -2.874391 4.440944 -1.362833 -0.09 0.10 -0.12
H -3.741046 -3.028279 -2.124234 0.05 -0.10 0.10
H 3.565167 7.487483 -3.260506 0.10 0.07 -0.01
H -4.729767 -4.961139 -2.935693 -0.02 -0.06 -0.09
H -1.177187 5.542709 -5.238292 -0.02 -0.07 -0.16
```
Forces are in eV/Å.

The computed Mulliken charges, all in e, follow:
1 O -0.381
2 O -0.399
3 O -0.422
4 O -0.638
5 O -0.460
6 O -0.555
7 O -0.474
8 O -0.390
9 O -0.548
10 O -0.500
11 O -0.472
12 O -0.489
13 N 0.088
14 C -0.814
15 C -0.349
16 C -0.605
17 C -0.186
18 C 0.290
19 C -0.621
20 C -0.415
21 C -0.604
22 C -0.643
23 C -0.477
24 C -0.531
25 C -0.529
26 C -0.545
27 H 0.313
28 H 0.281
29 H 0.271
30 H 0.239
31 H 0.310
32 H 0.237
33 H 0.270
34 H 0.231
35 H 0.218
36 H 0.283
37 H 0.217
38 H 0.298
39 H 0.241
40 H 0.259
41 H 0.239
42 H 0.289
43 H 0.207
44 H 0.272
45 H 0.313
46 H 0.243
47 H 0.315
48 H 0.516
49 H 0.174
50 H 0.265
51 H 0.294
52 H 0.281
53 H 0.247
54 H 0.296
55 H 0.286
56 H 0.157
57 H 0.288
58 H 0.254
59 H 0.272
60 H 0.140
61 H 0.285
62 H 0.160
63 H -0.025
64 H 0.301
65 H 0.219
66 H 0.376
67 H 0.310
68 H 0.268
69 H 0.247
70 H 0.275
71 H 0.236

Record 2
The following is a quantum chemistry calculation of C23H34As3Br4ClI2N2O9Sn as an isolated structure, from the Open Molecules 2025 dataset.

orbital gap = 6.219 eV
charge = -2
HOMO = -2.66 eV
relative energy (zero: lowest compared OMol25 entry of this formula, charge and spin) = 59.17 kcal/mol

Geometry as XYZ:
```
79
Properties=species:S:1:pos:R:3:forces:R:3
I -2.153374 6.488746 -0.505105 0.01 0.12 -0.04
I -2.005170 3.500542 -0.615487 -0.04 -0.37 0.13
Sn -1.781732 0.684652 -0.108481 0.03 0.45 0.11
Br -7.052490 -3.245300 2.466789 0.02 0.01 -0.02
Br -4.005789 1.195498 4.464968 0.00 -0.02 -0.02
Br -6.454957 -1.060178 4.891585 0.00 0.00 0.00
Br -5.195592 -3.118218 -0.315955 -0.03 0.00 0.03
As -0.848832 -1.386038 -1.820074 0.03 0.02 0.03
As 2.973994 -3.327048 -1.470056 0.01 -0.01 0.01
As 1.292443 1.627156 -1.302339 -0.14 -0.07 0.00
Cl -2.210578 1.365839 -4.064740 0.00 -0.08 -0.09
O 0.853256 -1.343468 2.537670 0.01 -0.02 0.02
O -0.942805 1.631812 -3.400550 -0.07 0.00 -0.10
O -2.744123 0.879904 1.753098 -0.06 0.09 0.03
O -3.214626 -0.838519 -0.178513 0.03 -0.01 0.00
O -2.066638 0.129539 -4.817781 -0.07 0.09 0.06
O -3.244330 1.215235 -3.061038 0.25 -0.13 -0.24
O -0.041675 -0.138125 0.996937 -0.19 -0.17 -0.04
O -2.535645 2.435372 -4.968130 0.05 -0.03 0.17
O -1.265511 -1.512624 2.169700 -0.17 -0.14 0.02
N -0.140705 2.543127 2.329167 0.08 0.03 0.02
N -0.175053 -1.031465 1.948256 0.30 0.13 -0.20
C 0.760470 1.928267 3.090521 -0.05 0.01 0.01
C 2.000504 -0.860767 -2.887336 0.00 0.01 0.05
C -0.985185 3.373296 2.936211 -0.01 0.02 0.05
C -3.952619 -0.929441 0.910817 -0.16 -0.07 0.18
C 0.034633 3.218238 6.581256 0.00 0.00 -0.02
C 2.885139 1.710930 -0.152172 0.04 0.01 0.01
C 2.868248 -1.309338 -4.074469 -0.01 0.00 0.00
C 3.292072 -3.337751 0.467260 -0.01 -0.02 0.00
C -5.449766 -1.022571 3.288017 0.05 0.00 -0.07
C -4.442238 -0.060871 3.123051 -0.01 -0.04 -0.02
C -0.965848 3.617097 4.301400 0.02 0.00 -0.03
C 2.601403 -1.390876 -1.577625 -0.04 0.01 -0.03
C -0.395628 -2.885349 -0.659047 0.02 0.01 0.02
C -2.216588 -2.325797 -2.820610 -0.02 0.03 0.00
C -5.697947 -1.934498 2.275476 0.00 0.02 0.04
C 0.857819 2.114997 4.462827 0.03 -0.05 -0.03
C 1.500565 3.400382 -2.094936 0.00 0.01 -0.03
C 2.047027 0.676808 -2.863444 -0.01 -0.01 -0.03
C 4.881725 -3.259099 -1.958766 0.02 0.01 -0.02
C -3.694592 0.004320 1.954565 0.07 0.07 0.01
C -4.939381 -1.883126 1.094894 0.04 0.00 -0.05
C -0.024532 2.977550 5.097345 -0.02 0.03 0.01
C 0.585015 -1.407397 -3.162382 0.05 0.06 -0.03
H -2.597800 -1.688113 -3.609668 -0.02 0.05 -0.06
H 3.549419 -0.878818 -1.383714 0.01 0.00 0.01
H 0.420670 -2.646708 0.016909 0.02 0.01 0.03
H -0.961692 3.172893 7.023416 0.00 -0.01 0.00
H 5.355011 -4.202640 -1.683500 -0.01 0.00 0.00
H 2.866195 -2.398511 -4.181289 0.00 0.00 0.00
H 2.351276 -3.238312 1.007015 0.01 0.02 0.01
H 0.755956 3.512328 -2.881413 -0.01 -0.02 0.00
H 1.940458 -1.149299 -0.739189 -0.01 0.00 0.02
H -3.010106 -2.568749 -2.116362 0.03 0.01 -0.03
H 3.761919 -4.278760 0.755056 0.00 0.00 -0.01
H 1.418131 1.229281 2.585080 0.00 0.02 0.00
H 3.091049 0.998887 -2.952750 0.01 0.00 -0.02
H 0.658374 -2.464289 -3.440348 0.00 -0.02 0.00
H 3.901544 -0.974446 -3.945761 -0.01 0.00 0.00
H 4.992354 -3.116338 -3.032950 0.00 0.00 0.00
H 3.790831 1.878101 -0.740569 0.01 0.01 0.02
H 2.987101 0.798444 0.434597 -0.02 -0.01 -0.01
H 3.943825 -2.508823 0.747700 -0.01 0.00 0.00
H 0.147816 -0.874346 -4.011101 0.01 -0.01 0.00
H -1.717922 3.858491 2.300496 0.02 -0.01 0.01
H -1.693412 4.294203 4.733852 0.00 -0.01 0.00
H 5.382218 -2.442123 -1.435483 0.00 -0.01 0.00
H 2.482944 -0.880935 -5.002247 0.01 0.00 0.00
H -0.125596 -3.748046 -1.269349 -0.01 0.00 0.00
H 1.498457 1.072552 -3.721829 -0.01 -0.01 0.01
H -1.282640 -3.107088 -0.067489 -0.03 0.00 0.01
H 0.664528 2.478512 7.075559 0.00 0.00 0.00
H 0.444224 4.208493 6.794429 0.00 0.00 0.01
H 1.323025 4.165620 -1.340350 0.00 -0.02 0.03
H 2.506642 3.508970 -2.507566 -0.01 0.02 0.00
H -1.781073 -3.236533 -3.237305 0.00 0.01 0.00
H 2.740805 2.545390 0.535949 0.01 0.00 0.00
H 1.605104 1.569266 5.027402 -0.01 0.00 0.00
```
Forces are in eV/Å.

The computed Mulliken charges, all in e, follow:
1 I -0.595
2 I -0.047
3 Sn 0.146
4 Br -0.224
5 Br -0.135
6 Br -0.228
7 Br -0.182
8 As 1.360
9 As 0.252
10 As 1.108
11 Cl 1.796
12 O -0.739
13 O -0.691
14 O -0.294
15 O -0.085
16 O -0.744
17 O -0.621
18 O -0.007
19 O -0.754
20 O -0.545
21 N 0.117
22 N 0.837
23 C -0.309
24 C 2.489
25 C -0.159
26 C 0.361
27 C -1.523
28 C -1.526
29 C -2.454
30 C -1.081
31 C 0.139
32 C -0.250
33 C -0.763
34 C -0.356
35 C -0.934
36 C -0.826
37 C 0.257
38 C -0.998
39 C -1.234
40 C -2.159
41 C -1.190
42 C -0.076
43 C -0.099
44 C 1.263
45 C -2.128
46 H 0.269
47 H 1.092
48 H -0.381
49 H 0.341
50 H 0.428
51 H 0.471
52 H 0.252
53 H 0.306
54 H -1.015
55 H 0.002
56 H 0.420
57 H 0.411
58 H 0.727
59 H 0.722
60 H 0.436
61 H 0.345
62 H 0.460
63 H 0.246
64 H 0.324
65 H 0.624
66 H 0.135
67 H 0.419
68 H 0.307
69 H 0.449
70 H 0.554
71 H 0.442
72 H 0.414
73 H 0.349
74 H 0.300
75 H 0.418
76 H 0.361
77 H 0.411
78 H 0.467
79 H 0.325

no.,E_LUMO (eV)
1,0.31
2,3.56